This record from the Open Molecules 2025 dataset describes a molecular structure, C19H26BMnN7 at a distorted geometry. The level of theory is ωB97M-V/def2-TZVPD.

Geometry as XYZ:
```
54
Properties=species:S:1:pos:R:3:forces:R:3
H 0.6213 3.3127 0.7287 -0.04 -0.17 -0.10
N 0.4442 1.8536 -0.7957 0.27 0.77 -0.65
B 0.5352 0.6477 -3.0134 0.40 0.61 0.95
N 0.6340 1.9415 -2.1622 -0.20 -0.26 1.05
C 0.9648 3.1900 -2.5234 -0.01 0.17 0.50
Mn -0.3132 -0.6513 -0.0897 4.98 1.74 2.77
H 1.1533 3.4102 -3.5670 -0.02 0.11 0.23
C 0.9990 3.9676 -1.3718 -0.05 -0.33 -0.17
H 1.2291 5.0109 -1.2888 0.05 0.18 -0.05
C 0.6708 3.0834 -0.3212 0.10 -0.29 -1.23
H 0.7783 0.8848 -4.1609 -0.12 -0.18 -0.08
C -1.9692 -2.1443 0.6234 -2.98 0.38 0.19
H -2.0916 -2.2027 1.7309 0.41 0.01 -1.08
H -1.3371 -2.9810 0.2519 -0.12 1.02 0.10
H -3.0033 -2.2720 0.2101 0.70 -0.37 0.12
N -0.8890 0.1123 -2.7910 -0.86 -1.21 0.83
N 1.5745 -0.3205 -2.3981 -0.11 -1.40 0.92
N -1.3809 -0.1331 -1.5204 -4.01 1.67 -4.00
N 1.4464 -0.7221 -1.0681 2.74 0.03 -1.51
C -1.8332 -0.1431 -3.6969 -0.53 0.05 0.69
C 2.7369 -0.7684 -2.9021 -0.16 -0.25 1.14
H -1.5681 -0.0947 -4.7382 -0.21 0.09 -0.12
H 2.9543 -0.6404 -3.9484 0.14 0.15 0.02
C -3.0332 -0.4515 -3.0338 0.78 0.44 0.40
C 3.4436 -1.4030 -1.8721 -0.68 0.54 -0.07
C -2.7346 -0.3657 -1.6681 1.87 -0.20 -1.39
C 2.6299 -1.2944 -0.7316 -0.64 0.31 -1.63
H -3.9716 -0.7117 -3.4617 -0.40 0.01 -0.28
H 4.3877 -1.8941 -1.9293 0.41 -0.04 -0.08
H -3.3572 -0.5446 -0.8012 0.08 0.12 -0.37
H 2.8573 -1.5910 0.2778 -0.19 -0.04 -0.07
H -1.7853 -0.9887 0.2997 -2.51 -3.40 1.79
C 0.0263 2.0713 2.8267 0.12 -0.02 -0.03
N -1.0244 1.3226 2.1401 -0.39 -0.04 0.07
C -2.1461 2.1588 1.7559 -0.04 0.13 0.06
C -1.4867 0.2324 2.9975 0.31 0.12 -0.27
C -0.4552 -0.8578 3.0404 0.26 -0.91 1.38
C -0.1646 -1.4836 4.2724 -0.16 0.32 -0.82
C 0.7132 -2.5726 4.2960 -0.04 -0.10 -0.11
C 1.3034 -3.0167 3.1077 -0.04 0.04 -0.44
C 1.0095 -2.3658 1.8879 0.11 -0.56 1.44
C 0.1126 -1.3116 1.8529 0.92 0.80 -0.29
H -0.0172 3.1243 2.5272 0.05 -0.22 0.20
H 1.0185 1.6737 2.5773 -0.20 0.03 0.07
H -0.0985 2.0104 3.9209 0.04 0.16 -0.14
H -2.8089 1.5820 1.0920 0.10 0.27 0.17
H -2.7243 2.4854 2.6430 -0.01 0.09 -0.26
H -1.7755 3.0385 1.2161 -0.23 -0.21 0.05
H -1.6945 0.6113 4.0181 -0.13 -0.14 -0.18
H -2.4251 -0.1659 2.5784 0.13 0.15 0.09
H -0.6636 -1.1031 5.1742 0.35 -0.31 -0.22
H 0.9050 -3.0908 5.2363 0.06 0.14 -0.24
H 1.9764 -3.8809 3.0962 -0.20 0.29 0.21
H 1.4620 -2.7059 0.9545 -0.11 -0.29 0.42
```
Forces are in eV/Å.

<S²>   8.76
Multiplicity   6
Frontier orbital gap (alpha / beta)   7.010 / 8.626 eV
Molar mass   418.22 g mol⁻¹